[1]
Entry from the OMol25 dataset: an isolated molecule of C14H18N2O4 at a distorted geometry (ωB97M-V/def2-TZVPD).

SMILES: O=C(O)[C@H](Cc1ccc(O)cc1)NC(=O)[C@@H]1CCCN1
ΔE to the lowest compared entry with this formula, charge and spin in kJ/mol: 490.8
Calculated total energy in a.u.: -954.62463
LUMO level in eV: 0.441
Orbital gap in eV: 9.15
HOMO level in eV: -8.7

Geometry as ORCA input:
```
! RIJCOSX wB97M-V def2-TZVPD def2/J DEFGRID3
* xyz 0 1
C 1.351 -1.132 0.244
C 1.248 0.335 0.361
C 2.072 -2.116 1.311
C 2.750 -3.129 0.432
C 2.419 -2.784 -1.057
C 0.269 2.392 -0.526
C 1.248 3.470 -0.330
C -0.957 2.450 0.424
C -1.976 1.373 0.278
C -2.914 1.018 1.248
C -2.067 0.751 -0.989
C -3.670 -0.138 1.128
C -2.906 -0.412 -1.110
C -3.770 -0.753 -0.096
H 3.295 -0.992 -0.799
H 0.271 -1.345 -0.137
H 1.358 -2.606 1.977
H 2.855 -1.420 1.734
H 2.707 -4.106 0.802
H 3.892 -2.929 0.347
H 1.358 -3.176 -1.186
H 3.196 -3.216 -1.765
H 1.193 0.935 -1.563
H -0.139 2.615 -1.506
H -0.604 2.346 1.475
H -1.405 3.535 0.357
H -3.204 1.821 1.933
H -1.392 1.057 -1.681
H -4.215 -0.661 1.874
H -3.037 -0.831 -2.045
H -4.207 -1.937 -1.303
H 1.563 2.646 1.295
N 2.300 -1.216 -1.028
N 0.927 1.095 -0.681
O 1.447 1.125 1.288
O 1.238 4.481 -1.026
O -4.490 -1.846 -0.386
O 1.997 3.297 0.708
*
```

[2]
Entry from the OMol25 dataset: a cluster of 11 separate species, C29H57BBr20ClO5S in total (ωB97M-V/def2-TZVPD).

Calculated total energy in a.u.: -53879.00813
LUMO level in eV: 1.374
Orbital gap in eV: 5.73
HOMO level in eV: -4.4

Geometry as ORCA input:
```
! RIJCOSX wB97M-V def2-TZVPD def2/J DEFGRID3
* xyz -1 1
O -0.151 -5.505 1.808
C 0.131 -4.557 1.057
O 0.479 -4.603 -0.155
B 0.079 -3.074 1.559
C 1.362 -2.435 2.231
C 2.422 -2.248 1.107
C 3.320 -1.014 1.238
C 2.549 0.288 1.300
O 1.861 0.543 0.072
C -1.199 -2.182 1.324
C -2.531 -2.922 1.520
C -3.662 -2.427 0.616
C -3.789 -0.912 0.484
S -4.338 -0.021 1.911
O -3.307 0.067 2.897
O -4.980 1.191 1.484
Cl -5.796 -1.220 2.679
H 1.752 -3.082 3.020
H 1.097 -1.479 2.687
H 1.902 -2.157 0.148
H 3.003 -3.168 1.057
H 3.961 -0.960 0.350
H 3.975 -1.117 2.108
H 3.250 1.116 1.452
H 1.836 0.324 2.126
H 1.812 -0.281 -0.429
H -1.168 -1.287 1.954
H -1.150 -1.841 0.280
H -2.363 -3.970 1.256
H -2.837 -2.925 2.568
H -3.515 -2.810 -0.396
H -4.623 -2.809 0.961
H -2.858 -0.409 0.219
H -4.528 -0.668 -0.282
Br 4.135 2.539 -1.716
C 2.408 3.290 -1.252
C 2.443 4.792 -1.171
Br 3.326 5.395 0.454
H 2.118 2.823 -0.317
H 1.728 2.965 -2.036
H 1.431 5.189 -1.125
H 2.975 5.246 -2.001
Br 2.393 -2.461 -2.277
C 1.450 -1.873 -3.870
C 0.220 -1.070 -3.539
Br -1.236 -2.196 -2.916
H 1.216 -2.764 -4.443
H 2.157 -1.258 -4.424
H -0.154 -0.571 -4.431
H 0.404 -0.334 -2.761
Br 3.792 -6.338 -0.235
C 2.437 -6.502 -1.622
C 2.972 -7.307 -2.775
Br 4.233 -6.269 -3.844
H 2.139 -5.494 -1.883
H 1.592 -6.996 -1.151
H 2.179 -7.599 -3.460
H 3.508 -8.191 -2.442
Br -8.043 0.301 0.218
C -8.259 1.316 1.858
C -9.689 1.350 2.319
Br -10.773 2.566 1.249
H -7.854 2.302 1.658
H -7.631 0.817 2.591
H -9.747 1.729 3.337
H -10.167 0.378 2.262
Br -3.229 3.458 4.764
C -3.536 3.814 2.877
C -4.359 5.057 2.675
Br -6.238 4.752 3.089
H -4.005 2.928 2.463
H -2.549 3.943 2.437
H -4.340 5.363 1.631
H -4.036 5.881 3.303
Br -6.871 6.323 -0.843
C -7.427 7.512 0.588
C -7.043 8.941 0.318
Br -5.141 9.245 0.593
H -6.980 7.127 1.500
H -8.508 7.414 0.646
H -7.549 9.606 1.015
H -7.262 9.242 -0.701
Br 6.259 -11.831 -2.667
C 5.857 -10.350 -1.466
C 6.451 -9.054 -1.940
Br 8.370 -8.975 -1.626
H 6.223 -10.638 -0.486
H 4.772 -10.280 -1.444
H 6.027 -8.220 -1.382
H 6.301 -8.889 -3.002
Br 5.793 4.030 2.948
C 5.686 5.214 4.481
C 4.547 6.190 4.348
Br 4.953 7.596 3.067
H 6.648 5.708 4.568
H 5.525 4.571 5.344
H 4.361 6.692 5.294
H 3.637 5.711 4.002
Br 3.493 11.855 -1.353
C 3.515 10.953 0.369
C 4.903 10.873 0.948
Br 5.981 9.524 0.060
H 3.082 9.970 0.214
H 2.869 11.541 1.016
H 4.852 10.568 1.991
H 5.441 11.812 0.866
Br -0.716 -8.219 -4.927
C -0.173 -8.659 -6.740
C 1.008 -9.594 -6.759
Br 2.650 -8.670 -6.293
H 0.044 -7.719 -7.236
H -1.037 -9.128 -7.204
H 1.160 -9.995 -7.759
H 0.895 -10.410 -6.052
*
```

[3]
Entry from the OMol25 dataset: a cluster of 2 separate species, C16H12FN4O9S in total at a distorted geometry (ωB97M-V/def2-TZVPD).

ΔE to the lowest compared entry with this formula, charge and spin in kJ/mol: 0.0
Calculated total energy in a.u.: -2010.86234
LUMO level in eV: 1.341
Orbital gap in eV: 6.01
HOMO level in eV: -4.7

Geometry as ORCA input:
```
! RIJCOSX wB97M-V def2-TZVPD def2/J DEFGRID3
* xyz -1 1
C -0.363 -3.653 -1.148
C -0.957 -2.388 -1.677
O -0.505 -1.385 -0.725
C -0.495 -0.101 -1.168
C 0.382 0.675 -0.229
F 0.726 1.879 -0.706
S 1.915 -0.305 0.206
C 3.301 0.813 0.475
C 4.321 0.856 -0.475
C 5.400 1.719 -0.281
C 5.457 2.540 0.855
C 4.445 2.443 1.824
C 3.366 1.575 1.643
O 1.664 -0.997 1.446
O 2.313 -1.031 -0.987
O -1.070 0.336 -2.152
H -0.544 -4.475 -1.841
H 0.717 -3.521 -1.015
H -0.834 -3.898 -0.191
H -0.597 -2.140 -2.687
H -2.053 -2.386 -1.635
H 4.256 0.228 -1.366
H 6.190 1.746 -1.030
H 6.281 3.242 0.990
H 4.483 3.045 2.732
H 2.562 1.483 2.376
O -4.948 -2.684 0.048
N -4.882 -1.503 -0.332
O -5.664 -1.023 -1.184
C -3.874 -0.601 0.188
C -3.765 0.689 -0.313
C -2.725 1.537 0.112
N -2.726 2.909 -0.309
O -3.654 3.318 -1.031
O -1.789 3.639 0.077
C -1.685 1.102 0.972
C -1.856 -0.140 1.593
N -0.906 -0.857 2.269
O -1.240 -2.165 1.984
N -2.403 -2.304 1.248
C -2.850 -1.036 1.114
H -4.487 1.059 -1.037
H -0.909 1.757 1.367
*
```

[4]
Entry from the OMol25 dataset: a structure of composition C5H8N2O at a distorted geometry (ωB97M-V/def2-TZVPD).

ΔE to the lowest compared entry with this formula, charge and spin in kJ/mol: 774.8
Calculated total energy in a.u.: -379.79306
LUMO level in eV: -0.213
Orbital gap in eV: 9.13
HOMO level in eV: -9.3

Geometry as ORCA input:
```
! RIJCOSX wB97M-V def2-TZVPD def2/J DEFGRID3
* xyz 0 1
C -2.003 -1.188 0.098
C -0.210 0.438 -0.324
C 0.990 0.981 -0.823
C 0.905 2.537 -0.936
C 1.383 -1.536 1.257
H -2.672 -0.234 0.090
H -2.220 -1.691 -0.928
H -2.132 -1.800 1.052
H -1.154 1.106 -0.541
H 2.109 0.657 -0.472
H -0.319 2.671 -1.317
H 1.405 -0.635 2.282
H 2.260 -2.319 0.997
N -0.606 -0.632 0.507
N 0.464 -1.769 0.139
O 1.799 3.413 -1.079
*
```

[5]
Entry from the OMol25 dataset: a structure of composition C28H27N3SSiTa at a distorted geometry (ωB97M-V/def2-TZVPD).

ΔE to the lowest compared entry with this formula, charge and spin in kJ/mol: 75.0
Calculated total energy in a.u.: -1990.98291
LUMO level (spin up / spin down) in eV: -11.862 / -11.859
Orbital gap (spin up / spin down) in eV: 4.41 / 4.41
HOMO level (spin up / spin down) in eV: -16.3 / -16.3

Geometry as ORCA input:
```
! RIJCOSX wB97M-V def2-TZVPD def2/J DEFGRID3
* xyz 3 1
C -0.332 1.261 2.316
C 1.051 0.936 2.234
C 1.682 1.928 1.472
H 1.619 0.128 2.704
C 0.758 2.973 1.206
C -0.499 2.576 1.772
H -1.416 3.163 1.850
H -1.063 0.636 2.813
H 2.759 1.910 1.256
H 1.059 3.921 0.728
Ta 0.090 1.160 0.129
C 0.026 -0.382 -1.357
H 0.350 0.496 -1.969
H -1.050 -0.605 -1.435
H 0.628 -1.325 -1.719
Si 0.570 -2.335 0.686
C -0.336 -3.775 -0.212
C -0.990 -4.530 0.792
H -0.896 -4.146 1.815
C -1.705 -5.704 0.512
H -2.083 -6.362 1.318
C -1.842 -6.096 -0.821
H -2.361 -7.039 -0.968
C -1.237 -5.362 -1.853
H -1.257 -5.811 -2.854
C -0.511 -4.181 -1.553
H -0.014 -3.599 -2.325
C 2.396 -2.667 0.499
C 2.731 -3.892 1.124
H 2.034 -4.734 1.064
C 3.862 -3.934 1.954
H 4.077 -4.793 2.599
C 4.745 -2.841 1.973
H 5.598 -2.816 2.665
C 4.519 -1.711 1.167
H 5.241 -0.879 1.233
C 3.358 -1.620 0.377
H 3.208 -0.688 -0.203
H 0.814 -0.521 0.536
H 0.436 -2.467 2.100
N -1.962 4.126 -2.149
C -3.078 3.796 -1.380
C -4.120 4.633 -1.087
C -4.934 4.222 -0.017
C -4.617 3.116 0.800
C -3.484 2.337 0.524
C -2.730 2.695 -0.595
N -1.423 2.351 -0.921
C -0.990 3.229 -1.876
C 0.403 3.340 -2.114
C 1.082 4.232 -2.907
S 2.780 4.026 -2.668
C 2.491 2.673 -1.606
N 1.189 2.459 -1.361
H -1.871 4.805 -2.900
H -4.276 5.514 -1.721
H -5.841 4.784 0.199
H -5.281 2.828 1.627
H -3.177 1.484 1.118
H 0.544 4.985 -3.463
H 3.280 2.092 -1.128
*
```

[6]
Entry from the OMol25 dataset: a structure of composition C5H9NO at a distorted geometry (ωB97M-V/def2-TZVPD).

ΔE to the lowest compared entry with this formula, charge and spin in kJ/mol: 414.8
Calculated total energy in a.u.: -325.77955
LUMO level in eV: 0.903
Orbital gap in eV: 10.44
HOMO level in eV: -9.5

Geometry as ORCA input:
```
! RIJCOSX wB97M-V def2-TZVPD def2/J DEFGRID3
* xyz 0 1
C 1.311 -0.448 -0.793
C -0.282 0.128 -0.110
C -0.712 1.372 -0.849
C -1.100 -1.119 0.121
O -0.642 -1.135 1.508
C -0.037 0.096 1.353
N 0.562 0.851 2.156
H 1.638 -1.265 -0.149
H 1.260 -0.836 -1.837
H 2.131 0.308 -0.793
H -0.642 2.342 -0.336
H 0.278 0.990 -1.222
H -1.502 1.313 -1.608
H -0.740 -1.970 -0.456
H -2.190 -1.031 0.067
H 0.607 0.433 3.084
*
```

Copy entry 6 word for word.
Entry from the OMol25 dataset: a structure of composition C5H9NO at a distorted geometry (ωB97M-V/def2-TZVPD).

ΔE to the lowest compared entry with this formula, charge and spin in kJ/mol: 414.8
Calculated total energy in a.u.: -325.77955
LUMO level in eV: 0.903
Orbital gap in eV: 10.44
HOMO level in eV: -9.5

Geometry as ORCA input:
```
! RIJCOSX wB97M-V def2-TZVPD def2/J DEFGRID3
* xyz 0 1
C 1.311 -0.448 -0.793
C -0.282 0.128 -0.110
C -0.712 1.372 -0.849
C -1.100 -1.119 0.121
O -0.642 -1.135 1.508
C -0.037 0.096 1.353
N 0.562 0.851 2.156
H 1.638 -1.265 -0.149
H 1.260 -0.836 -1.837
H 2.131 0.308 -0.793
H -0.642 2.342 -0.336
H 0.278 0.990 -1.222
H -1.502 1.313 -1.608
H -0.740 -1.970 -0.456
H -2.190 -1.031 0.067
H 0.607 0.433 3.084
*
```